(1)
3 unconnected molecules or ions with the total composition C4H6O2 in a non-equilibrium geometry. Source: the Open Molecules 2025 dataset; level of theory: the ωB97M-V functional and the def2-TZVPD basis.

Properties
Total charge: 0
DFT total energy, eV: -8333.4026
Molecular weight, Da: 86.090
Energy above the lowest of the compared OMol25 structures with the same formula, charge and spin, eV: 7.058
Spin multiplicity: 1
Orbital gap (spin up / spin down), eV: 8.642 / 8.641

Atoms and positions in Å:
O1 -0.0620 1.1614 -1.2929
C1 0.1892 0.0235 -0.5519
C2 -0.9157 -1.0472 -0.5529
C3 -0.7310 -0.1711 0.6344
C4 1.4561 0.0118 0.1139
O2 2.5198 -0.4035 0.3298
H1 -0.5916 1.7473 -0.7228
H2 -0.7321 -2.1141 -0.4420
H3 -1.5831 -0.7887 -1.3702
H4 -0.2728 -0.7582 1.4418
H5 -0.1116 1.0883 1.2085
H6 0.8348 1.2505 1.2043

Atoms 1-6, force components in eV/Å:
O -0.079 0.115 0.065
C 0.087 0.030 0.139
C -0.046 -0.222 -0.168
C -0.101 -0.140 0.100
C 0.793 -0.345 0.180
O -0.995 0.376 -0.160

***

(2)
A molecular structure, C49H67CrN3O3SSi in a non-equilibrium geometry. Source: the Open Molecules 2025 dataset; level of theory: the ωB97M-V functional and the def2-TZVPD basis.

Properties
Total charge: +1
DFT total energy, eV: -109643.1075
Molecular weight, Da: 858.242
Energy above the lowest of the compared OMol25 structures with the same formula, charge and spin, eV: 1.647
<S²>: 3.838
Spin multiplicity: 4
Orbital gap (spin up / spin down), eV: 4.144 / 6.246

Atoms and positions in Å:
Cr1 0.2158 -0.2033 0.1221
C1 -6.4110 0.6723 -4.1538
Si1 -4.8234 1.4607 -3.4935
C2 -5.4381 2.8652 -2.3821
C3 -3.9937 2.1746 -5.0420
C4 -3.8642 0.1260 -2.5209
C5 -4.4755 -1.1278 -2.6465
C6 -4.2227 -2.2024 -1.8064
C7 -3.3262 -1.9904 -0.7497
N1 -2.6308 -0.8867 -0.6443
C8 -2.8194 0.1334 -1.5298
S1 -1.3614 1.1169 -1.3174
H1 -7.0382 1.4553 -4.5856
H2 -6.9931 0.1848 -3.3694
H3 -6.2270 -0.0591 -4.9438
H4 -6.2329 3.3945 -2.9135
H5 -4.6853 3.6085 -2.1246
H6 -5.8693 2.4831 -1.4546
H7 -4.7774 2.5292 -5.7152
H8 -3.4265 1.4134 -5.5813
H9 -3.3364 3.0262 -4.8547
H10 -5.2190 -1.2632 -3.4208
H11 -4.7252 -3.1490 -1.9449
H12 -3.1650 -2.7361 0.0276
C9 0.4591 0.1812 4.7756
C10 1.7200 -0.0891 3.9463
C11 2.9739 0.3146 4.7287
C12 1.7740 -1.5417 3.5073
C13 1.8289 -2.5230 4.4904
C14 1.8910 -3.8652 4.1646
C15 1.8733 -4.2429 2.8345
C16 1.8137 -3.2975 1.8169
C17 1.9192 -3.7559 0.3744
C18 0.7540 -4.6725 -0.0144
C19 3.2535 -4.4757 0.1403
C20 1.7680 -1.9366 2.1543
N2 1.8179 -0.9396 1.1185
C21 2.9826 -0.3714 1.0217
C22 3.3403 0.7343 0.1919
C23 4.5449 1.4089 0.4823
C24 4.9565 2.4970 -0.2407
C25 4.1591 2.9470 -1.3010
C26 3.0066 2.2829 -1.6446
C27 2.5624 1.1500 -0.9261
N3 1.4138 0.4862 -1.2459
C28 0.9495 0.5600 -2.5677
C29 -0.3599 1.0260 -2.7847
C30 -0.8790 1.1842 -4.0590
C31 -0.0956 0.8662 -5.1508
C32 1.1589 0.3065 -4.9542
C33 1.6949 0.1262 -3.6839
C34 3.0106 -0.6168 -3.5226
C35 4.1837 0.1120 -4.1863
C36 2.8910 -2.0396 -4.0846
C37 -1.6737 2.9623 -1.1021
C38 -2.8226 3.0647 -0.1164
C39 -1.8421 3.7506 -2.3818
H13 0.3486 1.2522 4.9627
H14 0.5099 -0.3198 5.7432
H15 -0.4295 -0.1867 4.2595
H16 1.6757 0.5368 3.0584
H17 3.0648 -0.2659 5.6471
H18 2.9237 1.3709 4.9984
H19 3.8781 0.1569 4.1385
H20 1.8488 -2.2232 5.5311
H21 1.9789 -4.6134 4.9418
H22 1.9267 -5.2946 2.5794
H23 1.9056 -2.8671 -0.2539
H24 0.7346 -5.5556 0.6260
H25 0.8574 -5.0192 -1.0452
H26 -0.2134 -4.1725 0.0933
H27 3.2786 -5.4296 0.6689
H28 4.0879 -3.8698 0.4954
H29 3.4033 -4.6765 -0.9219
H30 3.7739 -0.7450 1.6726
H31 5.1417 1.0519 1.3149
H32 5.8795 3.0031 0.0056
H33 4.4576 3.8266 -1.8572
H34 2.4020 2.6368 -2.4700
H35 -1.8870 1.5397 -4.1818
H36 -0.4757 1.0208 -6.1522
H37 1.7317 -0.0174 -5.8152
H38 3.2265 -0.7017 -2.4564
H39 4.0194 0.2211 -5.2595
H40 5.1069 -0.4504 -4.0367
H41 4.3169 1.1010 -3.7532
H42 2.8032 -2.0312 -5.1717
H43 2.0135 -2.5577 -3.6876
H44 3.7777 -2.6188 -3.8227
H45 -0.7338 3.2397 -0.6171
H46 -3.7423 2.6808 -0.5544
H47 -2.9745 4.1044 0.1750
H48 -2.6038 2.4888 0.7833
H49 -2.7022 3.4138 -2.9572
H50 -0.9544 3.6869 -3.0093
H51 -1.9931 4.8010 -2.1243
O1 -0.1461 -1.8767 -1.5170
H52 -0.4739 -2.7402 -1.2435
H53 0.6198 -2.0271 -2.0862
O2 0.4742 1.8621 1.2501
H54 0.0926 1.7746 2.1332
H55 1.4110 2.0778 1.3634
C40 -4.6872 -1.3791 6.9521
C41 -3.8743 -1.4086 5.6943
C42 -3.3855 -2.6047 5.1790
C43 -2.6409 -2.6517 4.0154
C44 -2.1708 -3.9904 3.5112
C45 -2.3402 -1.4432 3.3420
C46 -1.4819 -1.5002 2.1903
O3 -0.9621 -0.5347 1.6221
C47 -2.8845 -0.2263 3.8238
C48 -2.7141 1.0701 3.0805
C49 -3.6263 -0.2336 4.9880
H56 -4.6628 -2.3386 7.4648
H57 -5.7268 -1.1415 6.7189
H58 -4.3218 -0.6092 7.6321
H59 -3.5998 -3.5290 5.7023
H60 -2.5360 -4.7829 4.1610
H61 -1.0837 -4.0430 3.4925
H62 -2.5397 -4.1897 2.5026
H63 -1.2796 -2.4943 1.7821
H64 -1.7309 1.5048 3.2776
H65 -3.4657 1.7896 3.4018
H66 -2.8051 0.9115 2.0078
H67 -4.0337 0.6999 5.3597

Atoms 1-6, force components in eV/Å:
Cr -0.268 0.303 -0.541
C 0.174 -0.034 0.081
Si -0.291 -0.054 0.012
C 0.137 -0.002 -0.175
C 0.005 0.066 0.187
C -0.290 0.161 -0.592

***

(3)
2 unconnected molecules or ions with the total composition C6H11PS in a non-equilibrium geometry. Source: the Open Molecules 2025 dataset; level of theory: the ωB97M-V functional and the def2-TZVPD basis.

Properties
Total charge: 0
DFT total energy, eV: -26518.7311
Molecular weight, Da: 146.195
Energy above the lowest of the compared OMol25 structures with the same formula, charge and spin, eV: 5.282
Spin multiplicity: 1
Orbital gap (spin up / spin down), eV: 6.808 / 8.507

Atoms and positions in Å:
C1 0.4158 -1.2376 -1.4826
C2 0.4407 -0.8649 -0.2286
C3 -0.7997 -0.6985 -2.2236
C4 -1.4094 0.5875 -1.6385
C5 0.9641 -1.3919 2.9063
C6 -0.3338 1.8810 0.8998
P1 -0.8639 0.3332 0.1503
S1 -2.2546 -0.1257 1.4455
H1 1.0288 -1.9265 -1.8770
H2 -0.5624 -0.6039 -3.2443
H3 -1.4206 -1.6394 -2.0419
H4 -1.0217 1.6055 -1.9073
H5 -2.4246 0.6045 -1.5053
H6 1.6090 -0.6299 2.6943
H7 0.6730 -2.2525 2.3726
H8 0.2286 -1.3495 3.7051
H9 0.4832 2.5717 0.3860
H10 -1.1682 2.5435 0.9132
H11 0.0859 1.6702 1.9864

Atoms 1-6, force components in eV/Å:
C -1.758 2.717 1.994
C -0.275 1.228 0.386
C -0.567 -1.529 0.159
C 3.496 -0.183 2.065
C -2.712 -1.611 1.647
C 4.249 1.538 0.602

***

(4)
2 unconnected molecules or ions with the total composition C7H7N5OS in a non-equilibrium geometry. Source: the Open Molecules 2025 dataset; level of theory: the ωB97M-V functional and the def2-TZVPD basis.

Properties
Total charge: 0
DFT total energy, eV: -27700.1088
Molecular weight, Da: 209.234
Energy above the lowest of the compared OMol25 structures with the same formula, charge and spin, eV: 4.789
Spin multiplicity: 1
Orbital gap (spin up / spin down), eV: 9.009 / 9.008

Atoms and positions in Å:
C1 -1.0420 1.7255 1.6181
C2 -0.3578 2.8196 2.0134
C3 0.1764 2.1623 -0.2817
C4 -0.8434 1.4472 0.2528
C5 0.9642 -1.5737 -0.8590
C6 0.9903 -0.8329 -2.1035
C7 -1.4526 0.3067 -0.2433
N1 1.7280 -2.8018 -0.6746
N2 1.4753 -3.1734 0.4895
N3 0.6451 -2.3618 0.9764
N4 -2.4064 -0.3790 -0.2961
N5 0.2930 -1.3755 0.2091
O1 -3.0060 -1.4113 -0.4760
S1 0.7536 3.3707 0.8217
H1 -1.8190 1.3168 2.3190
H2 -0.0942 3.2900 2.9237
H3 0.7398 2.1255 -1.3111
H4 1.8766 -1.1567 -2.6746
H5 0.0708 -1.1667 -2.7126
H6 0.9411 0.2074 -1.9525
H7 0.3671 -2.5389 1.9610

Atoms 1-6, force components in eV/Å:
C -1.766 1.309 2.286
C 1.841 0.322 -0.493
C 2.128 1.394 -2.323
C 1.117 -0.275 0.539
C 2.175 -3.414 0.033
C -1.199 -1.805 -2.055

***

(5)
A molecular structure, C46H46N12O2PbS3Se. Source: the Open Molecules 2025 dataset; level of theory: the ωB97M-V functional and the def2-TZVPD basis.

Properties
Total charge: +2
DFT total energy, eV: -173514.3367
Molecular weight, Da: 1181.317
Energy above the lowest of the compared OMol25 structures with the same formula, charge and spin, eV: 0.417
Spin multiplicity: 1
Orbital gap, eV: 6.832

Atoms and positions in Å:
Pb1 -0.0276 -0.4868 -0.0952
N1 -4.6844 0.7911 0.5144
C1 -3.4439 0.3557 0.7468
N2 -2.7606 -0.4127 -0.0400
C2 -3.3472 -0.8408 -1.2240
N3 -2.7533 -1.6803 -2.0037
N4 -1.4585 -1.9778 -1.6201
C3 -1.0343 -3.1112 -2.0113
C4 0.3277 -3.5888 -1.7004
C5 0.7869 -4.7465 -2.3073
C6 2.0609 -5.2053 -2.0069
C7 2.8201 -4.5007 -1.0918
C8 2.2841 -3.3503 -0.5309
N5 1.0706 -2.8893 -0.8272
C9 -4.6878 -0.3628 -1.5759
C10 -5.3270 -0.7043 -2.7715
C11 -6.5945 -0.2353 -3.0356
C12 -7.2497 0.5776 -2.1060
C13 -6.6366 0.9251 -0.9218
C14 -5.3526 0.4551 -0.6678
H1 -5.1497 1.3718 1.1937
H2 -2.9921 0.6839 1.6783
H3 -1.6968 -3.7646 -2.5762
H4 0.1539 -5.2724 -3.0108
H5 2.4493 -6.0974 -2.4801
H6 3.8106 -4.8285 -0.8068
H7 2.8578 -2.7869 0.1968
H8 -4.8038 -1.3416 -3.4713
H9 -7.0872 -0.4960 -3.9622
H10 -8.2481 0.9385 -2.3148
H11 -7.1428 1.5551 -0.1993
N6 4.0879 -6.1148 2.8013
C15 3.8223 -4.7823 2.8819
C16 4.8661 -3.8437 2.8402
C17 4.5987 -2.4934 2.8604
C18 3.2735 -2.0614 2.9197
C19 2.2202 -2.9756 2.9724
C20 2.4932 -4.3222 2.9689
S1 2.9835 -0.3756 2.6979
O1 4.0899 0.4002 3.1344
O2 1.7698 -0.1214 3.7018
N7 2.3381 -0.0971 1.3125
C21 3.1309 -0.1753 0.1816
N8 4.4483 -0.3679 0.2752
C22 5.1364 -0.3598 -0.8620
C23 4.5376 -0.1872 -2.1011
C24 3.1641 -0.0762 -2.0999
N9 2.4499 -0.0750 -0.9743
H12 5.0323 -6.4420 2.9021
H13 3.3617 -6.7812 2.9936
H14 5.8930 -4.1876 2.8030
H15 5.4003 -1.7669 2.8334
H16 1.1927 -2.6317 3.0209
H17 1.6815 -5.0367 3.0388
H18 6.2076 -0.5013 -0.7692
H19 5.1107 -0.1625 -3.0159
H20 2.5989 0.0161 -3.0218
S2 0.3480 0.6959 3.3342
C25 -0.7419 -0.6772 3.3934
N10 -0.9567 -1.4322 2.3614
C26 -1.7577 -2.5023 2.7071
C27 -2.1500 -3.5295 1.8384
C28 -2.8990 -4.5625 2.3459
C29 -3.2689 -4.5940 3.7047
C30 -2.9059 -3.5883 4.5709
C31 -2.1415 -2.5355 4.0572
S3 -1.4736 -1.1754 4.8788
H21 -1.8524 -3.4941 0.7970
H22 -3.2132 -5.3685 1.6957
H23 -3.8443 -5.4313 4.0776
H24 -3.1896 -3.6166 5.6145
C32 -4.1368 3.7683 -1.9462
C33 -3.3296 4.9461 -1.3993
C34 -3.1177 4.8776 0.1116
C35 -2.1865 3.7490 0.5466
N11 -0.7989 3.9765 0.1367
C36 -0.1123 3.3267 -0.8307
Se1 -0.7491 1.8360 -1.7617
N12 1.0850 3.9190 -0.9645
C37 2.1514 3.5493 -1.9064
C38 1.8051 3.7413 -3.3781
C39 1.6378 5.1972 -3.8202
C40 0.3342 5.8511 -3.3539
C41 1.1942 4.9574 -0.0372
C42 2.2314 5.8354 0.2542
C43 2.0187 6.7347 1.2818
C44 0.8130 6.7605 1.9969
C45 -0.2206 5.8939 1.6961
C46 -0.0033 4.9967 0.6571
H25 -4.3879 3.9272 -2.9954
H26 -5.0764 3.6535 -1.3967
H27 -3.5822 2.8295 -1.8869
H28 -3.8531 5.8756 -1.6274
H29 -2.3604 5.0041 -1.9057
H30 -4.0817 4.7233 0.6054
H31 -2.7231 5.8282 0.4762
H32 -2.4973 2.8049 0.1029
H33 -2.1871 3.6464 1.6345
H34 2.4264 2.5145 -1.7046
H35 3.0028 4.1779 -1.6553
H36 0.9027 3.1783 -3.6213
H37 2.6271 3.2864 -3.9379
H38 1.6598 5.2144 -4.9110
H39 2.4954 5.7880 -3.4825
H40 -0.5209 5.2136 -3.5965
H41 0.1849 6.8084 -3.8534
H42 0.3250 6.0461 -2.2798
H43 3.1673 5.8258 -0.2872
H44 2.8038 7.4304 1.5453
H45 0.6908 7.4726 2.8018
H46 -1.1497 5.9149 2.2501

Atoms 1-6, force components in eV/Å:
Pb -0.024 -0.027 0.160
N -0.043 -0.007 -0.048
C -0.017 -0.055 -0.055
N -0.165 0.141 0.117
C -0.109 -0.027 0.027
N 0.154 0.075 -0.133

***

(6)
2 unconnected molecules or ions with the total composition C3H9NO2S in a non-equilibrium geometry. Source: the Open Molecules 2025 dataset; level of theory: the ωB97M-V functional and the def2-TZVPD basis.

Properties
Total charge: 0
DFT total energy, eV: -19677.3591
Molecular weight, Da: 123.177
Energy above the lowest of the compared OMol25 structures with the same formula, charge and spin, eV: 1.054
Spin multiplicity: 1
Orbital gap, eV: 9.889

Atoms and positions in Å:
C1 -0.5509 -0.0485 -0.1134
C2 -0.9744 0.3034 1.3070
S1 -2.8143 0.6318 1.3930
C3 0.9638 -0.3236 0.0495
N1 1.4410 -1.6080 0.0147
O1 1.8268 0.5426 0.0542
H1 -0.9250 -1.0420 -0.5146
H2 -0.6554 0.6920 -0.8525
H3 -0.6899 -0.4325 2.0541
H4 -0.5048 1.2221 1.6774
H5 -3.2710 -0.6217 1.5494
H6 0.8785 -2.3991 -0.2202
H7 2.4052 -1.6967 0.3219
H8 1.6913 1.3474 -2.1205
H9 0.3946 2.1343 -2.1358
O2 0.7845 1.2987 -2.4642

Atoms 1-6, force components in eV/Å:
C 1.996 -2.997 1.305
C -1.552 0.382 -0.035
S 0.615 0.031 0.226
C 1.252 0.090 -1.909
N -0.467 0.216 0.641
O -0.647 0.741 0.904